Entry 1:
DFT (the ωB97M-V functional and the def2-TZVPD basis) results for a cluster of 5 separate species, C35H32FN2O8S3 in total in a non-equilibrium geometry.

Computed properties:
**HOMO**: -10.91 eV
**Frontier orbital gap**: 6.7 eV
**Calculated total energy**: -3358.301989 hartree
**Total charge**: +1

Structure (XYZ):
```
81
Properties=species:S:1:pos:R:3:forces:R:3:lowdin_charge:R:1
C 1.874165 -3.187507 0.955542 -0.1 0.4 -0.5 0.0216
C 0.891666 -2.533311 0.354113 0.0 -0.2 0.6 -0.3497
S 1.169663 -1.077815 -0.599166 -0.1 -0.2 -0.8 1.2006
C -0.435862 -0.237026 -0.795029 0.1 0.0 0.0 -0.3101
C -1.575268 -1.181060 -1.194577 -0.5 0.3 -0.1 -0.2609
C -2.739368 -1.119289 -0.179579 0.4 -0.2 -0.3 -0.4598
S -3.950330 0.165481 -0.607431 -0.1 0.2 0.4 0.8837
C -5.475271 -0.770930 -0.804571 0.3 -0.2 0.0 -1.0593
S -5.762717 -1.641264 -2.134055 0.0 0.0 0.0 0.7410
N -6.379652 -0.612699 0.230020 -0.2 0.0 -0.6 -0.1524
C -6.143495 -0.407869 1.578649 -0.1 0.3 0.6 -0.0822
C -7.365226 -0.320322 2.158592 0.3 -0.1 -0.3 -0.1150
N -8.362523 -0.447306 1.204400 -0.2 0.0 0.1 0.0810
C -7.764245 -0.636719 0.078139 0.0 -0.1 0.3 -0.1628
C 2.114777 0.159735 0.367035 0.0 0.5 0.9 -0.4920
C 2.192723 -0.069472 1.868900 0.0 0.5 0.1 -0.0240
F 3.354894 0.258344 -0.201590 0.0 -0.3 -0.1 -0.0189
H 1.653609 -4.121550 1.451050 0.1 0.0 0.1 0.0861
H 2.888658 -2.808960 0.928993 0.1 -0.2 0.1 0.0859
H -0.127181 -2.895869 0.396495 -0.1 0.2 -0.2 0.0838
H -0.221760 0.488437 -1.583365 0.0 0.0 0.1 0.0571
H -0.630934 0.325690 0.121214 0.0 -0.1 0.1 0.0789
H -1.962200 -0.827738 -2.151101 0.1 -0.1 -0.1 0.1078
H -1.256657 -2.208378 -1.372195 0.1 0.0 0.1 0.1039
H -2.346438 -0.849637 0.800667 -0.1 -0.2 0.1 0.0485
H -3.240059 -2.082704 -0.115212 -0.1 0.1 0.0 0.0886
H -5.162657 -0.368792 2.016724 0.1 0.0 -0.2 0.0847
H -7.581850 -0.186585 3.203985 -0.1 0.0 0.0 0.1023
H -8.237321 -0.787425 -0.876684 0.1 0.0 -0.1 0.1135
H 1.584176 1.093323 0.162886 -0.1 -0.1 -0.2 0.1265
H 1.800214 0.826162 2.347252 0.0 -0.1 0.0 0.0676
H 3.231798 -0.166832 2.178896 0.0 -0.2 -0.1 0.1069
H 1.604342 -0.908368 2.229038 0.1 -0.1 0.0 0.0623
C -0.188153 -2.989254 4.066904 0.0 0.0 0.0 0.0137
C -1.365032 -2.909710 3.452470 0.0 0.0 0.0 0.0177
C -2.270976 -1.755396 3.674935 0.0 0.0 0.0 -0.3786
O -3.331901 -1.676445 3.092915 0.0 0.0 -0.1 0.0940
C -1.823865 -0.700751 4.617040 0.0 0.0 0.0 0.0285
C -0.644830 -0.777646 5.229396 0.0 0.0 0.0 0.0257
C 0.269961 -1.923663 4.997553 0.0 0.0 0.0 -0.3901
O 1.353787 -1.988132 5.532893 0.0 0.0 -0.1 0.1196
H 0.488413 -3.823088 3.925028 0.0 0.0 0.1 0.1203
H -1.721684 -3.674047 2.771741 -0.1 0.0 0.0 0.1251
H -2.504844 0.127722 4.765700 0.0 0.0 0.0 0.1281
H -0.295191 -0.017834 5.916964 0.0 0.0 0.0 0.1258
C 5.851723 -2.098073 -5.202022 0.0 0.0 0.0 0.0282
C 6.982036 -2.143750 -4.500054 -0.1 0.0 0.0 0.0317
C 6.979249 -2.007828 -3.021151 0.1 0.0 0.0 -0.3807
O 8.002158 -2.044822 -2.376891 0.0 0.0 0.0 0.1238
C 5.663002 -1.820442 -2.353117 -0.1 0.0 0.0 0.0248
C 4.536402 -1.778465 -3.057371 0.1 0.0 0.1 0.0050
C 4.541135 -1.912337 -4.535350 0.0 0.0 -0.1 -0.3939
O 3.504388 -1.860241 -5.163332 0.0 0.0 0.0 0.0990
H 5.831031 -2.190965 -6.280212 0.0 0.0 0.0 0.1274
H 7.950078 -2.278241 -4.965022 0.0 0.0 0.0 0.1276
H 5.684741 -1.721402 -1.274804 0.0 0.0 0.0 0.1174
H 3.564636 -1.642735 -2.598181 0.0 0.0 0.0 0.0891
C -1.717616 3.796580 2.110375 0.0 0.0 0.0 0.0259
C -1.840032 4.980652 2.705005 0.0 0.0 0.0 0.0410
C -1.004000 5.342613 3.879529 0.0 0.1 0.0 -0.3732
O -1.112055 6.415326 4.423745 0.0 0.0 0.0 0.1404
C -0.026701 4.329660 4.363097 0.0 0.0 0.0 0.0404
C 0.091964 3.147376 3.765020 0.0 0.0 0.0 0.0125
C -0.742007 2.794838 2.593407 -0.1 0.1 0.0 -0.3728
O -0.633859 1.710423 2.043957 0.2 -0.2 -0.1 0.0517
H -2.316336 3.510189 1.254704 0.0 0.0 0.0 0.1239
H -2.545097 5.730273 2.369615 0.0 0.0 0.0 0.1306
H 0.570932 4.612073 5.220454 0.0 0.0 0.0 0.1300
H 0.793818 2.394996 4.104517 0.0 0.0 0.0 0.1130
C 0.085496 2.878811 -4.972255 0.0 0.0 0.0 0.0274
C 0.910249 2.805130 -6.014465 0.0 0.0 0.0 0.0400
C 2.207388 2.085674 -5.922824 0.0 0.0 0.0 -0.3676
O 2.963908 2.019357 -6.862035 0.0 0.0 0.0 0.1387
C 2.545922 1.449290 -4.620384 0.0 0.0 0.1 0.0434
C 1.716526 1.526638 -3.584917 0.0 0.0 -0.1 0.0177
C 0.424966 2.243126 -3.680392 0.0 0.1 -0.1 -0.3722
O -0.330333 2.306792 -2.725205 0.1 -0.1 0.0 0.0717
H -0.863127 3.398164 -5.015576 0.0 0.0 0.0 0.1266
H 0.682523 3.260841 -6.969361 0.0 0.0 0.0 0.1296
H 3.494012 0.930408 -4.572960 0.0 0.0 0.0 0.1163
H 1.947494 1.076565 -2.627131 0.1 0.0 0.0 0.0907
```
Positions in Å, forces in eV/Å.

---

Entry 2:
DFT (the ωB97M-V functional and the def2-TZVPD basis) results for a structure of composition C26H48OP2Pt in a non-equilibrium geometry.

Computed properties:
**HOMO (spin up / spin down)**: -12.30 / -14.07 eV
**Frontier orbital gap (spin up / spin down)**: 6.6 / 6.1 eV
**Relative energy (zero: lowest compared OMol25 entry of this formula, charge and spin)**: 84.9 kcal per mole
**Calculated total energy**: -1895.901024 hartree
**Total charge**: +2
**2S+1**: 5

Structure (XYZ):
```
78
Properties=species:S:1:pos:R:3:forces:R:3:mulliken_spin:R:1
Pt -0.383394 -0.365927 0.945171 0.2 -0.4 -0.8 0.5890
C 1.382289 -1.453093 2.575692 -2.0 -0.2 0.5 0.2585
C -0.079535 -1.803048 2.348173 1.9 -1.3 0.2 0.3094
C 1.339898 -3.368764 1.296225 1.5 0.6 0.5 0.2653
C 2.168264 -2.377617 1.918580 0.3 -1.6 -1.2 0.3085
C 0.008565 -3.087892 1.555828 -0.5 1.0 1.2 0.1379
C 1.869085 -0.412116 3.507055 0.2 0.4 0.0 0.0131
H 1.066314 0.257541 3.826292 0.1 -0.1 0.0 0.0107
H 2.653384 0.198370 3.026066 -0.2 -0.2 0.2 0.0153
H 2.322445 -0.862274 4.409238 -0.2 0.1 -0.3 0.0203
C 3.656541 -2.407040 1.923511 0.0 0.1 0.1 -0.0185
H 4.049462 -1.538869 2.457426 0.1 -0.2 -0.1 -0.0041
H 4.069498 -2.413567 0.907481 0.0 0.0 0.3 0.0128
H 4.008362 -3.310867 2.434867 0.0 0.1 -0.1 0.0128
C 1.846811 -4.564814 0.583137 0.2 -0.3 -0.4 -0.0071
H 2.195408 -5.341489 1.288309 -0.1 0.3 -0.2 0.0139
H 2.706600 -4.308341 -0.059745 -0.3 -0.2 0.2 0.0075
H 1.062602 -5.016806 -0.039835 0.3 0.1 0.1 -0.0038
C -1.128562 -3.990208 1.279266 -0.4 0.0 -0.3 -0.0257
H -1.102966 -4.921829 1.875684 0.2 0.4 -0.1 0.0256
H -1.115491 -4.309481 0.224964 0.0 0.0 0.3 0.0167
H -2.083248 -3.496055 1.480803 0.1 -0.1 0.0 0.0094
C -1.017811 -1.731330 3.511029 -0.3 0.3 0.0 0.0025
H -0.733299 -2.491528 4.243920 -0.2 0.1 0.1 0.0127
H -2.046304 -1.897020 3.182676 0.0 -0.1 0.2 0.0055
H -0.972463 -0.736240 3.965884 -0.1 -0.3 0.1 0.0042
C -0.861815 3.963454 -1.210379 -0.1 0.8 0.9 0.0070
C -1.209715 4.161356 0.082006 0.7 1.5 -1.7 0.0163
C -2.596147 4.512040 0.531753 -0.6 0.1 0.2 -0.0004
C -3.734532 3.742245 -0.194929 0.2 0.7 0.3 0.0008
C -3.402671 2.323678 -0.565356 -0.4 -0.3 -1.7 0.0028
C -3.069521 1.988494 -1.842862 -1.3 1.0 1.0 0.0375
C -2.626237 2.985342 -2.885617 -0.1 0.3 -0.3 0.0045
C -1.766452 4.198045 -2.389212 -0.4 -0.2 -0.6 -0.0100
H -2.770423 5.598888 0.386368 0.2 -0.5 0.2 0.0011
H -4.032074 4.320568 -1.085807 0.0 -0.5 0.3 -0.0001
H -2.704330 4.333295 1.612234 0.2 0.1 -0.2 0.0002
H -2.438765 5.058117 -2.210432 0.5 -0.4 0.1 0.0009
H 0.183523 3.728627 -1.460591 -0.3 0.5 0.2 0.0025
H -0.405521 4.364500 0.795239 -0.3 -0.3 -0.3 0.0062
H -1.116965 4.472115 -3.239519 -0.3 0.1 0.4 -0.0026
H -2.032376 2.446640 -3.640152 -0.3 0.0 0.1 0.0021
H -3.220470 0.989050 -2.248731 0.4 0.1 0.3 -0.0204
H -3.506984 3.383851 -3.429403 0.4 -0.2 0.2 0.0002
H -4.619267 3.727312 0.473698 0.4 0.0 -0.4 0.0002
H -3.618598 1.572440 0.192591 -0.1 0.1 -0.3 -0.0009
P 0.468141 1.660297 0.251293 0.6 -1.7 0.8 0.3851
C 2.220314 2.012391 -0.015011 0.0 0.6 -0.4 0.0238
C -0.170582 2.330028 1.856962 -0.7 0.4 0.1 -0.0051
P -1.395204 -0.475027 -1.095956 0.8 -1.6 1.5 0.3008
C -0.406461 1.102087 -1.314507 -0.9 0.8 -0.3 0.1162
C -3.105056 -0.793833 -0.487423 -0.6 0.6 -0.4 0.0015
C -1.048113 -1.664408 -2.407490 -0.1 0.4 -0.5 0.0065
H 2.689489 1.172978 -0.544880 -0.3 0.3 0.2 -0.0011
H 2.711134 2.167177 0.954374 -0.2 -0.1 -0.2 -0.0002
H 2.323845 2.937844 -0.610672 0.1 -0.3 0.2 0.0101
H -1.162223 2.780656 1.738748 0.4 -0.2 0.1 0.0151
H 0.540027 3.080358 2.215715 -0.1 0.0 0.0 -0.0038
H -0.296087 1.537208 2.605726 0.4 0.2 -0.2 0.0250
H -1.509218 -1.279679 -3.334170 0.2 -0.4 0.1 0.0120
H -1.512436 -2.624785 -2.137196 0.2 0.3 -0.1 0.0006
H 0.039116 -1.775925 -2.527491 -0.5 0.1 0.0 -0.0046
H 0.266240 1.053318 -2.182946 0.2 -0.3 0.5 0.0132
H -1.130746 1.873153 -1.527471 0.2 0.0 0.0 -0.0006
H -3.259055 -1.882196 -0.465031 0.4 0.2 -0.1 0.0065
H -3.876706 -0.347889 -1.115882 -0.1 -0.2 0.2 0.0118
H -3.212567 -0.417071 0.537832 0.1 -0.1 -0.4 0.0096
C 2.480037 -2.521895 -2.801166 -0.1 0.0 0.0 0.0285
C 2.834884 -1.711611 -1.545993 0.9 -0.6 -1.1 -0.0029
C 4.064304 -0.820740 -1.771209 0.0 0.2 0.1 0.0561
O 1.789848 -1.062100 -0.989525 0.1 0.0 0.0 0.8736
H 2.115287 -1.855247 -3.593411 0.1 -0.2 0.1 -0.0007
H 1.701832 -3.248398 -2.555344 0.0 0.0 -0.1 0.0033
H 3.360651 -3.062652 -3.174500 -0.3 0.2 0.1 -0.0005
H 3.193567 -2.479236 -0.831882 -0.3 0.2 0.3 0.0797
H 4.899659 -1.408268 -2.174868 -0.3 0.2 0.1 0.0009
H 3.824206 -0.014844 -2.476770 0.1 -0.2 0.1 -0.0018
H 4.368755 -0.381445 -0.818447 0.1 0.0 -0.1 0.0015
```
Positions in Å, forces in eV/Å.

---

Entry 3:
DFT (the ωB97M-V functional and the def2-TZVPD basis) results for a cluster of 2 separate species, CHCl3NO in total in a non-equilibrium geometry.

Computed properties:
**HOMO**: -3.09 eV
**Frontier orbital gap**: 6.7 eV
**Relative energy (zero: lowest compared OMol25 entry of this formula, charge and spin)**: 38.3 kcal per mole
**Calculated total energy**: -1549.191091 hartree
**Total charge**: -1

Structure (XYZ):
```
7
Properties=species:S:1:pos:R:3:forces:R:3:nbo_charge:R:1
C 0.855818 -0.145023 0.287552 -1.1 0.3 0.9 -0.4589
N -1.824690 0.867456 -0.192742 0.4 -2.9 -2.3 -0.0503
O -1.826007 0.231368 -1.277484 -0.3 2.0 2.8 -0.3226
Cl 0.991216 -1.950857 0.402568 0.2 -0.3 0.0 -0.1703
Cl 1.403838 0.323043 -1.313362 0.5 0.2 -0.8 -0.1127
Cl 2.020788 0.535791 1.522505 0.3 0.0 0.0 -0.1783
H -1.620960 0.138225 0.570964 0.0 0.8 -0.6 0.2932
```
Positions in Å, forces in eV/Å.